144
Properties=species:S:1:pos:R:3:mulliken_charge:R:1 method="wB97M-V/def2-TZVPD" e_homo_ev=-10.12 de_lowest_ev=0.0635 e_tot_ev=-174339.32888 orbital_gap_ev=10.32 fmax_ev_per_a=3.558 multiplicity=1
S 0.34898 3.40359 -5.74948 1.078
S -2.10952 -2.02066 5.80925 1.117
S -4.89090 0.55717 -5.15482 1.250
S 3.56613 1.80652 -0.07835 0.795
S 3.05243 0.42895 4.70226 1.109
S 1.09494 -4.52052 1.96849 1.371
S 0.57436 5.02793 2.77877 0.972
S -0.09320 -1.07253 -3.99150 0.592
O -0.88996 2.68467 -5.59648 -0.434
O 0.33688 6.40112 2.98016 -0.653
O 3.76603 0.69899 3.47589 -0.499
O -0.81310 -1.95194 5.16530 -0.407
O 2.18840 2.05546 0.14554 -0.182
O -5.93432 1.20918 -4.47951 -0.661
O 1.62353 -4.20078 0.70479 -0.660
O -3.19143 -2.48202 4.75241 -0.499
O 0.00664 -1.34722 -2.59773 -0.439
O 1.72741 -5.51406 2.78213 -0.697
O -2.24462 -2.87510 6.93606 -0.730
O 2.01747 4.60090 3.31987 -0.167
O 3.68512 0.21078 0.29988 -0.213
O -0.57041 -0.97028 0.52527 1.233
O -4.84272 -0.86503 -5.34302 -0.640
O 3.28201 1.09721 5.94741 -0.714
O 0.98995 2.91951 -7.07440 -0.415
O 0.08517 0.26144 -4.45065 -0.547
O -2.27053 1.52833 3.35639 0.180
O 4.31988 2.08088 -1.26732 -0.661
O -2.87305 -2.83880 -2.00059 -0.134
O -3.22403 -0.60414 0.09586 -0.002
O 0.26638 4.84246 -5.78277 -0.688
O 3.33798 -1.13743 4.92238 -0.243
O -3.52983 1.00114 -4.47102 -0.111
O -0.43410 -4.72443 1.76496 -0.409
O 1.09089 -1.94759 -4.67203 -0.360
O -0.30042 4.04876 3.38599 -0.541
C -4.65939 1.29327 -6.77508 -0.915
C 1.35801 0.46928 4.29424 0.547
C 4.87434 -1.48139 -1.06475 -1.159
C 3.35186 -2.63792 -4.85326 -1.426
C -4.12980 -3.12467 -2.49775 -0.574
C 0.02099 0.27275 0.79818 0.437
C -2.41704 -5.26293 0.57687 -1.240
C 1.47497 2.86454 -4.53645 -0.139
C -1.15883 -4.38498 0.59248 0.527
C -3.88886 0.49200 0.62022 -0.974
C 4.94498 -0.52126 0.13634 -0.481
C -1.54748 -1.79924 -4.67270 -0.308
C 4.02872 4.75891 4.60836 -0.989
C -2.67024 -0.42247 6.10331 -0.482
C 2.88295 5.55729 3.99188 -0.271
C -2.21301 1.56847 -2.58223 0.368
C 1.05800 -3.05610 2.86907 -0.029
C 2.44445 -1.61494 -4.16424 0.455
C 3.01860 -1.73007 6.22644 -0.168
C 0.68727 4.65660 1.07026 -0.328
C -3.48527 0.86602 -3.01072 -0.216
C -4.10107 -2.69182 2.56013 -1.272
C -3.10982 2.66109 3.62422 -0.952
C 1.12670 1.33487 -8.91683 -1.416
C -2.96138 -2.02578 3.38885 1.672
C 4.35771 2.62178 1.29052 -1.154
C 0.97424 1.47190 -7.46072 0.564
C 3.36180 -3.17693 6.19908 -1.286
H -4.19018 -4.15371 -2.89986 0.281
H 5.14792 -1.02864 1.07227 0.289
H 0.70663 -3.12319 3.92336 0.214
H -1.44070 -1.65336 -5.74567 0.447
H 3.66965 2.57894 2.12634 -0.008
H -3.15402 1.30101 0.57961 0.260
H -1.61733 -2.86349 -4.37257 0.344
H 2.23124 6.16206 4.62901 0.400
H -3.76474 -2.76484 1.53266 0.129
H -3.89829 0.71786 -7.27987 0.305
H 0.94367 2.89610 -3.58412 0.102
H 0.07388 1.04856 -6.97731 0.107
H 2.33979 3.52940 -4.50213 0.423
H 4.89791 -0.92426 -1.98243 0.295
H 1.09364 1.44537 3.85773 -0.051
H -0.17458 0.56511 1.81954 -0.553
H 0.79132 0.31243 5.24679 0.256
H 1.48806 0.34133 -9.26541 0.345
H 0.19583 1.54262 -9.48068 0.344
H -0.36330 4.79576 0.78666 0.465
H -0.35592 -1.12979 -0.41181 -0.277
H 1.32138 5.36631 0.58962 0.415
H 4.64891 4.20520 3.92497 0.203
H 2.32660 -1.77879 -3.07626 0.076
H -3.02601 -4.93995 -0.24660 0.097
H 3.61845 4.03843 5.31668 0.239
H 1.11040 0.31339 0.85365 -0.208
H -5.11255 -2.23017 2.61608 0.362
H -0.35662 1.11806 0.23260 0.161
H -2.17792 -6.27766 0.49542 0.521
H 2.13263 -2.75786 2.93563 0.440
H 2.89390 -3.81996 5.44360 0.261
H -1.38564 1.18066 -3.15892 -0.752
H 1.87793 2.08029 -9.30858 0.316
H 1.77852 1.82859 -4.71256 -0.285
H 5.14333 2.01267 1.60135 0.530
H -2.34287 2.66267 -2.75154 0.522
H -2.91528 -2.03737 -1.44799 0.046
H -4.41458 1.27813 -2.61047 0.736
H -2.72742 3.22951 4.46122 0.310
H 0.99099 3.62599 0.91132 -0.336
H -1.36636 1.85664 3.36248 -0.109
H 3.18197 -3.63931 7.20000 0.369
H -2.27242 0.12858 5.23725 -0.112
H 5.70973 0.26910 0.02768 0.479
H 1.18862 -0.32816 3.62973 -0.573
H 2.69752 -0.54884 -4.42632 0.039
H 4.70162 3.58704 1.05855 0.592
H 4.67596 5.39626 5.22822 0.390
H -4.11166 0.33485 1.66751 0.178
H -4.72126 0.80218 -0.02295 0.366
H -5.64970 1.26602 -7.31550 0.360
H -4.29059 -3.74701 2.89729 0.390
H 1.91339 1.11650 -7.05574 0.115
H -2.97313 -0.89948 3.34991 -0.278
H 5.74066 -2.10660 -1.03036 0.521
H -2.03379 -2.36243 3.03220 -0.521
H -2.05415 -0.15282 6.94333 0.440
H -3.35920 -0.19660 -2.69982 -0.157
H -1.43767 -3.31761 0.62819 -0.456
H -0.54883 -4.52348 -0.25890 0.611
H -2.31153 -0.64237 0.49552 -0.041
H -1.99677 1.41190 -1.53490 -0.293
H -4.08142 2.24739 3.80219 0.397
H 0.41633 -2.35337 2.26043 -0.856
H -2.40162 -1.27923 -4.21112 -0.403
H 4.43356 -3.18762 6.12956 0.389
H 4.32453 -2.76141 -4.39359 0.357
H -3.72819 -0.25491 6.23009 0.324
H 2.95410 -3.63675 -4.95371 0.388
H 3.48351 -1.22333 6.99953 0.481
H -4.98137 -2.95464 -1.79150 0.269
H -4.21901 -2.54721 -3.43217 0.105
H 3.59107 -2.36525 -5.88599 0.330
H 1.93752 -1.48661 6.33965 0.146
H -3.23885 3.41178 2.82903 0.273
H 3.29565 6.19412 3.12407 0.252
H -2.93427 -5.11926 1.56877 0.179
H -4.30846 2.32694 -6.62243 0.312
H 3.99804 -2.15911 -1.07265 0.192